Record 1
18
Properties=species:S:1:pos:R:3 method="wB97M-V/def2-TZVPD" mol_weight_g_mol=92.14 smiles=CCNO.CN homo_ev=-9.11 e_lumo_ev=1.002 e_tot_ev=-8331.3778 relative_energy_kcal_mol=44.8 orbital_gap_ev=10.11
C -0.87414 -0.17081 1.52798
C 0.15223 0.19714 -2.92290
C 0.06774 0.89949 2.06160
N 0.01327 0.70282 -1.56775
H 0.31173 1.67159 -1.51829
H -1.69045 -0.36133 2.22742
H -1.34776 0.12587 0.59150
H -0.23545 -0.82102 -2.95126
H -0.43528 0.82078 -3.59708
H 1.18826 0.18243 -3.29005
H 0.41016 0.64556 3.06385
H 0.94417 0.97593 1.42066
H -0.43324 1.86389 2.09688
N -0.22662 -1.54115 1.40650
O 0.81308 -1.53038 0.41034
H 0.46744 -2.09091 -0.29730
H 0.27683 -1.73243 2.27323
H 0.59803 0.16251 -0.93534

Record 2
15
Properties=species:S:1:pos:R:3 method="wB97M-V/def2-TZVPD" mol_weight_g_mol=116.18 homo_ev=-9.18 e_lumo_ev=0.831 e_tot_ev=-18195.5049 relative_energy_kcal_mol=41.5 orbital_gap_ev=10.01
C 0.03944 -1.04407 -0.00964
C 0.68700 0.35048 0.22724
C 0.59959 0.96789 -1.17902
C -1.16391 -0.12210 -0.31879
C -0.69525 0.75198 0.84568
H 1.27316 -2.38726 1.56694
H 0.48458 -1.52432 -0.84757
H 1.63827 0.48499 0.79492
H 0.64377 2.02721 -1.15912
H 1.26112 0.63271 -1.93023
H -2.14024 -0.54527 -0.39237
H -0.91489 1.86259 0.78990
H -0.90542 0.29922 1.84062
O -0.73090 0.54613 -1.51939
S -0.07634 -2.30018 1.29081

Record 3
107
Properties=species:S:1:pos:R:3 method="wB97M-V/def2-TZVPD" mol_weight_g_mol=724.06 homo_ev=-8.91 e_lumo_ev=0.552 e_tot_ev=-74785.7454 orbital_gap_ev=9.46
C 1.59900 3.00171 4.57350
C 0.59246 2.56827 3.51652
O -0.63605 2.22159 4.13252
C -1.48784 1.47018 3.29652
C -2.25911 2.33528 2.27022
Si -1.49014 2.25815 0.56164
C -2.59915 2.96251 -0.79273
N -2.95231 4.35374 -0.45249
C -4.09064 4.46541 0.46595
O -1.02181 0.70571 0.21862
Si -1.89068 -0.50021 -0.50874
C -2.05117 -0.17147 -2.33944
C -0.70012 0.29211 -2.91137
C -0.83197 1.24549 -4.10130
C 0.48731 1.98894 -4.38616
C 0.36919 3.50253 -4.15830
C 1.67877 4.17239 -3.73805
O 1.49965 5.02076 -2.59348
C 0.79005 6.14644 -2.79180
C 0.31491 6.71638 -1.48731
O 0.57807 6.60079 -3.87793
C -3.55868 -0.76584 0.34618
C -4.80583 -0.53220 -0.50283
O -5.84388 -1.49190 -0.20643
C -6.42161 -1.36086 0.99886
O -6.99581 -2.23864 1.55450
H 1.70024 4.08715 4.60266
H 2.59094 2.61154 4.33742
H 1.29257 2.65189 5.55902
H 0.41933 3.39488 2.81372
H 0.96293 1.74441 2.89317
H -0.92204 0.67004 2.80256
H -2.19755 0.97406 3.96046
H -3.31598 2.05626 2.26086
H -2.18131 3.37812 2.59537
H -0.26695 3.08729 0.56188
H -3.49911 2.35683 -1.00105
H -2.01684 2.97797 -1.72038
H -3.22489 4.80610 -1.31541
H -4.64032 3.51940 0.55695
H -3.76957 4.75374 1.46867
H -4.78462 5.22972 0.11334
H -1.10604 -1.73565 -0.34702
H -2.35002 -1.11884 -2.80442
H -2.84278 0.55314 -2.56235
H -0.12177 -0.58871 -3.20573
H -0.10522 0.80409 -2.14570
H -1.59939 1.98128 -3.83684
H -1.16615 0.69722 -4.98513
H 1.28047 1.59016 -3.74539
H 0.79600 1.79755 -5.41689
H -0.37889 3.69100 -3.38145
H 0.00091 3.98055 -5.06817
H 2.41430 3.43352 -3.42168
H 2.11397 4.74480 -4.55879
H -0.42495 6.04641 -1.04497
H 1.14737 6.79636 -0.78815
H -0.11345 7.70040 -1.66071
H -3.62238 -0.17258 1.26403
H -3.56315 -1.81200 0.67022
H -4.62372 -0.65015 -1.56878
H -5.21244 0.47176 -0.33727
H -6.40827 -0.31657 1.37283
N -1.29546 -1.85392 4.61305
C -0.36732 -2.43031 5.37224
C -0.63551 -3.01208 6.60261
C -1.93936 -2.99477 7.07107
C -2.91658 -2.39836 6.29080
C -2.54326 -1.84484 5.07509
H 0.64220 -2.42505 4.97543
H 0.16111 -3.46641 7.17598
H -2.18946 -3.43804 8.02634
H -3.94814 -2.36034 6.61321
H -3.28423 -1.37181 4.43876
N -0.62598 -3.61025 -2.29387
C 0.58069 -4.07759 -1.98384
C 0.81789 -5.38502 -1.58602
C -0.25759 -6.25396 -1.50540
C -1.52125 -5.78095 -1.82360
C -1.65064 -4.45613 -2.21090
H 1.39996 -3.37028 -2.05551
H 1.82443 -5.70546 -1.36011
H -0.11483 -7.28276 -1.20013
H -2.39130 -6.42143 -1.77291
H -2.62598 -4.05311 -2.46524
N 4.09621 -6.01753 -2.89835
C 4.62331 -6.62393 -1.83710
C 5.98751 -6.75885 -1.62678
C 6.85479 -6.23474 -2.57171
C 6.32111 -5.60089 -3.68200
C 4.94122 -5.51893 -3.79778
H 3.91813 -7.02542 -1.11619
H 6.35608 -7.26219 -0.74340
H 7.92641 -6.31908 -2.44515
H 6.95769 -5.17722 -4.44671
H 4.48954 -5.02982 -4.65382
N 3.20316 1.42702 1.07393
C 3.53968 0.53509 2.00274
C 4.83554 0.08331 2.20218
C 5.84022 0.58583 1.39030
C 5.50536 1.51615 0.41929
C 4.17757 1.90300 0.30308
H 2.72627 0.16309 2.61786
H 5.04751 -0.64194 2.97604
H 6.86511 0.25991 1.51344
H 6.25469 1.93782 -0.23684
H 3.87973 2.63181 -0.44359

Record 4
13
Properties=species:S:1:pos:R:3 method="wB97M-V/def2-TZVPD" mol_weight_g_mol=214.99 multiplicity=3 homo_ev="-5.79 / -9.60" e_lumo_ev="0.469 / -3.686" e_tot_ev=-16889.1104 relative_energy_kcal_mol=15.5 orbital_gap_ev="6.26 / 5.92"
C -0.27501 -1.80458 0.69305
C 0.40279 1.51242 -0.98908
C 0.32714 -0.37123 0.67385
N -0.39300 0.49372 -0.36145
O -1.08848 -1.95525 -0.31353
O -0.10835 -2.61188 1.55475
I 0.43797 0.43477 2.72827
H 0.38662 2.52287 -0.52250
H 1.46057 1.02756 -0.81919
H 0.16944 1.56239 -2.07567
H 1.31685 -0.48072 0.37950
H -1.21498 -0.98524 -0.81045
H -1.42157 0.65516 -0.13754

Record 5
12
Properties=species:S:1:pos:R:3 method="wB97M-V/def2-TZVPD" mol_weight_g_mol=86.09 smiles=OCC#CCO homo_ev=-9.99 e_lumo_ev=0.760 e_tot_ev=-8337.7578 relative_energy_kcal_mol=62.3 orbital_gap_ev=10.75
O -1.26520 -0.67675 2.17728
C -1.74963 0.16154 1.14637
C -0.76104 0.28863 0.06657
C 0.19298 0.31223 -0.67203
C 1.35164 0.19459 -1.56812
O 1.63887 -1.15020 -1.89349
H -0.32740 -0.47371 2.28750
H -2.01196 1.15978 1.52810
H -2.67013 -0.30011 0.77572
H 1.19795 0.80929 -2.46736
H 2.24051 0.58105 -1.05978
H 0.80865 -1.56840 -2.15534

Record 6
159
Properties=species:S:1:pos:R:3 method="wB97M-V/def2-TZVPD" mol_weight_g_mol=1353.03 charge=+1 homo_ev=-8.48 e_lumo_ev=-2.582 e_tot_ev=-269599.1049 orbital_gap_ev=5.90
C 7.40492 0.60902 5.24059
C 6.29769 0.94760 4.56754
C 5.79854 0.10364 3.42492
C 5.43092 0.68245 2.01436
C 6.70815 0.61882 1.10916
Br 8.41379 1.08969 1.94864
C 6.71024 1.33968 -0.25824
C 7.24784 0.40329 -1.35962
N 4.59549 -0.50755 1.50658
C 4.14207 -0.43380 0.09511
P 3.45317 -2.13074 -0.30857
P 2.75136 -2.04161 -2.37296
O 1.30044 -2.09122 -2.49302
O 3.48534 -0.75271 -2.94470
O 3.40669 -3.32046 -3.05943
C 3.16254 0.76660 -0.00701
C 1.66052 0.38922 0.00743
C 0.69987 1.53501 0.30265
C -0.78606 1.10314 0.28890
C -1.46912 1.31073 1.66153
C -1.60814 1.86854 -0.75587
C -1.09433 1.73633 -2.22427
C -1.96006 0.82207 -3.06826
C -1.81712 -0.54008 -3.07602
C -2.01233 -1.41426 -1.87714
C -1.44444 -1.23196 -4.37959
N 3.56845 1.93914 0.77486
C 3.27243 3.21309 0.16387
C 3.82597 3.55423 -1.05379
C 3.51260 4.76080 -1.66336
C 2.62634 5.56249 -0.96674
C 2.08956 5.11990 0.22995
N 2.38156 3.96229 0.81046
C 4.48424 1.92989 1.93298
C 3.64619 2.15269 3.25014
C 2.98016 1.00478 3.97905
O 3.35975 0.65827 5.03797
Br 1.37391 0.09903 3.37204
P 5.43358 3.60296 2.01555
O 4.53330 4.64217 2.52197
O 6.13735 4.04769 0.67128
O 6.65344 3.50566 3.04743
H 7.67867 -0.41636 5.45235
H 8.02612 1.42137 5.59416
H 5.78470 1.81002 4.96223
H 6.57296 -0.63702 3.22530
H 4.97998 -0.51525 3.80363
H 6.86151 -0.43468 0.88572
H 7.35408 2.20271 -0.26526
H 5.68269 1.56015 -0.52264
H 6.82043 -0.59631 -1.30866
H 8.33195 0.39191 -1.39853
H 6.91550 0.82496 -2.30865
H 5.14681 -1.36141 1.64384
H 3.76267 -0.65012 2.09341
H 4.93376 -0.35921 -0.63689
H 2.34070 -2.37835 0.51187
H 3.35059 -0.64918 -3.90659
H 4.16778 -3.10071 -3.61145
H 3.30205 1.02227 -1.06145
H 1.38650 0.03629 -0.98797
H 1.40739 -0.43553 0.67037
H 0.81445 2.30884 -0.45767
H 0.93108 2.03036 1.23998
H -0.81683 0.03237 0.08131
H -2.50384 1.62019 1.56074
H -0.90223 1.98462 2.29895
H -1.46855 0.35535 2.19033
H -2.61154 1.44998 -0.70940
H -1.69187 2.89873 -0.40115
H -0.07566 1.36052 -2.20774
H -1.14449 2.72775 -2.66406
H -2.71711 1.29668 -3.68744
H -2.41861 -0.88137 -1.02600
H -2.68161 -2.22092 -2.17726
H -1.08174 -1.90710 -1.57246
H -2.34132 -1.37282 -4.99618
H -0.78038 -0.57490 -4.91757
H -0.97898 -2.18028 -4.12609
H 4.50814 2.88340 -1.55497
H 3.95158 5.04392 -2.60501
H 2.35095 6.53233 -1.35274
H 1.37588 5.75027 0.74311
H 2.88221 2.89965 3.03859
H 4.24003 2.63028 4.01887
H 7.07821 4.22941 0.80693
H 6.29641 3.72448 3.91775
F -4.01138 -4.01412 0.05059
C -4.74969 -4.45225 -0.99464
C -4.10501 -4.89368 -2.13119
C -4.86211 -5.34186 -3.20221
C -6.24807 -5.33609 -3.12759
C -6.87683 -4.88706 -1.97382
C -6.12449 -4.44513 -0.89432
H -3.02321 -4.88295 -2.17743
H -4.36799 -5.69369 -4.09710
H -6.83622 -5.68017 -3.96733
H -7.95645 -4.87830 -1.91259
H -6.59608 -4.09663 0.01453
F -4.50878 -3.70098 -6.02667
C -3.45762 -3.95191 -6.82746
C -3.52725 -3.59271 -8.15871
C -2.43847 -3.85109 -8.97896
C -1.30517 -4.46737 -8.46420
C -1.25857 -4.82279 -7.12275
C -2.33918 -4.56071 -6.29285
H -4.42231 -3.12077 -8.54120
H -2.47595 -3.57158 -10.02363
H -0.46044 -4.67100 -9.10890
H -0.37884 -5.30720 -6.71989
H -2.31936 -4.82214 -5.24307
F -8.96916 -2.32249 4.07803
C -8.22318 -3.42829 3.88928
C -7.15034 -3.37063 3.02215
C -6.38037 -4.50956 2.83262
C -6.69688 -5.68483 3.50028
C -7.78319 -5.72013 4.36427
C -8.55310 -4.58393 4.56767
H -6.92588 -2.44600 2.50615
H -5.53163 -4.47932 2.16227
H -6.09713 -6.57198 3.34639
H -8.03418 -6.63599 4.88236
H -9.39800 -4.59064 5.24212
F 3.52168 11.06892 2.35471
C 4.12409 9.95476 2.81197
C 5.31358 10.07172 3.50192
C 5.92744 8.92051 3.97374
C 5.35289 7.67763 3.74305
C 4.15821 7.58037 3.04341
C 3.53359 8.72887 2.57675
H 5.74690 11.04938 3.66400
H 6.85669 8.99589 4.52262
H 5.83680 6.78143 4.10913
H 3.71668 6.61488 2.86167
H 2.59773 8.68057 2.03550
F -11.27814 -4.69306 6.46173
C -11.35716 -4.32694 7.76037
C -10.54872 -4.95857 8.68262
C -10.62986 -4.57670 10.01374
C -11.51759 -3.58294 10.40184
C -12.32380 -2.96471 9.45600
C -12.24307 -3.33332 8.12127
H -9.86909 -5.73594 8.35952
H -9.99861 -5.05705 10.74888
H -11.58068 -3.29073 11.44126
H -13.01875 -2.19279 9.75720
H -12.85629 -2.85933 7.36680
F 2.46609 0.00041 -5.42302
C 2.04175 0.58454 -6.58854
C 2.41846 1.88255 -6.85002
C 1.99041 2.47134 -8.03088
C 1.19319 1.75844 -8.91460
C 0.82560 0.45177 -8.62224
C 1.25617 -0.14895 -7.44912
H 3.03417 2.42155 -6.14185
H 2.27981 3.48775 -8.25924
H 0.85778 2.22207 -9.83215
H 0.20097 -0.10371 -9.30676
H 0.98568 -1.16852 -7.20551